{"formula": "C32H58Ge3N4O2S3Si3Y", "method": "ωB97M-V/def2-TZVPD", "lumo_energy_ev": [-0.47, -2.37], "energy_ev": -270913.628, "relative_energy_kcal_mol": 27.11, "homo_energy_ev": [-7.80, -7.80], "homo_lumo_gap_ev": [7.34, 5.43], "multiplicity": 2, "total_charge": 0, "s_squared": 0.753, "species": ["Y", "S", "C", "S", "S", "C", "C", "Ge", "C", "C", "C", "C", "Ge", "C", "C", "C", "C", "C", "C", "C", "C", "C", "C", "H", "H", "H", "H", "H", "H", "H", "H", "H", "H", "H", "H", "H", "H", "H", "H", "H", "H", "H", "H", "H", "H", "H", "H", "H", "H", "N", "C", "C", "C", "N", "C", "N", "N", "C", "C", "O", "O", "H", "H", "H", "H", "H", "C", "Si", "C", "C", "Ge", "Si", "C", "C", "C", "Si", "C", "C", "C", "H", "H", "H", "H", "H", "H", "H", "H", "H", "H", "H", "H", "H", "H", "H", "H", "H", "H", "H", "H", "H", "H", "H", "H", "H", "H", "H"], "positions_angstrom": [[0.401, -0.343, -0.185], [2.203, 0.188, 3.840], [2.122, 1.373, 2.683], [0.464, 1.542, 1.953], [3.343, 2.425, 2.200], [-3.074, 1.104, -2.800], [-3.547, 0.458, -1.502], [-2.300, 0.692, 0.040], [-3.561, 0.279, 1.535], [-2.956, 0.236, 2.930], [-2.470, 2.671, 0.169], [-1.671, 3.698, 0.471], [0.250, 3.558, 0.780], [1.221, 3.265, -0.897], [1.080, 4.361, -1.950], [0.888, 4.902, 2.048], [0.828, 6.368, 1.624], [-2.254, 5.064, 0.614], [-3.241, 5.299, 1.570], [-3.810, 6.556, 1.710], [-3.400, 7.601, 0.893], [-2.415, 7.380, -0.058], [-1.841, 6.124, -0.190], [-3.812, 1.021, -3.601], [-2.147, 0.654, -3.163], [-2.870, 2.168, -2.655], [-3.753, -0.605, -1.647], [-4.491, 0.908, -1.178], [-4.078, -0.654, 1.300], [-4.331, 1.057, 1.482], [-2.189, -0.538, 3.013], [-3.703, 0.038, 3.703], [-2.465, 1.179, 3.181], [-3.517, 2.954, 0.002], [0.817, 2.335, -1.319], [2.264, 3.063, -0.660], [0.040, 4.482, -2.258], [1.654, 4.111, -2.844], [1.440, 5.327, -1.587], [1.911, 4.621, 2.287], [0.304, 4.739, 2.959], [1.356, 6.542, 0.684], [1.305, 6.994, 2.381], [-0.195, 6.722, 1.497], [-3.557, 4.480, 2.206], [-4.574, 6.721, 2.458], [-3.844, 8.583, 1.000], [-2.091, 8.187, -0.702], [-1.069, 5.970, -0.933], [0.300, -0.307, -2.459], [0.667, -0.184, -3.560], [1.066, -0.048, -4.863], [0.464, -0.891, -5.829], [-0.040, -1.612, -6.574], [2.098, 0.873, -5.171], [2.940, 1.628, -5.391], [4.816, -0.168, 1.775], [4.629, -0.069, 0.305], [3.136, -0.188, 0.031], [2.495, -0.992, 0.776], [2.599, 0.455, -0.886], [4.542, 0.780, 2.174], [5.764, -0.405, 2.050], [4.142, -0.838, 2.165], [5.154, -0.882, -0.196], [5.003, 0.894, -0.031], [3.251, -3.843, 2.015], [2.628, -4.211, 0.276], [3.783, -3.535, -1.052], [2.508, -6.070, 0.042], [0.457, -3.260, 0.040], [-0.555, -3.749, -2.102], [-2.145, -2.828, -2.416], [-0.979, -5.567, -1.843], [0.720, -3.575, -3.460], [-0.901, -3.650, 1.981], [-2.675, -3.232, 1.571], [-0.233, -2.733, 3.465], [-0.730, -5.502, 2.269], [4.344, -3.897, 2.047], [2.878, -4.588, 2.722], [2.931, -2.861, 2.367], [4.815, -3.513, -0.691], [3.512, -2.535, -1.391], [3.763, -4.185, -1.929], [3.476, -6.532, 0.259], [2.250, -6.320, -0.988], [1.768, -6.526, 0.700], [-2.866, -3.028, -1.621], [-2.576, -3.184, -3.357], [-2.026, -1.749, -2.502], [-1.756, -5.693, -1.087], [-0.115, -6.169, -1.558], [-1.368, -5.967, -2.785], [1.359, -2.700, -3.339], [0.228, -3.489, -4.433], [1.359, -4.461, -3.487], [-2.761, -2.266, 1.072], [-3.279, -3.186, 2.481], [-3.107, -3.992, 0.916], [-0.049, -1.670, 3.297], [0.712, -3.171, 3.790], [-0.945, -2.817, 4.292], [-0.976, -6.088, 1.382], [-1.419, -5.800, 3.066], [0.279, -5.766, 2.592]]}